1.
Molecular formula: C4H6O2
Method: DFT, ωB97M-V/def2-TZVPD

The largest force on an atom is 1.3 eV/A. For the molecular weight, the calculation gives 86.090 g mol⁻¹. The calculation puts the HOMO-LUMO gap (alpha / beta) at 8.100 / 8.101 eV. The value obtained for the LUMO energy (alpha / beta) is 0.119 / 0.119 eV. Its energy relative to the best compared isomer or geometry (same formula, charge and spin) is 130.7 kcal/mol.

The geometry in XYZ format:
```
12
Properties=species:S:1:pos:R:3:lowdin_charge:R:1
O -1.48 -0.89 0.24 0.03
C -0.52 0.05 -0.08 -0.61
C -0.07 0.41 -1.53 -0.09
C 0.84 -0.30 -0.63 -0.08
C -0.43 1.13 0.77 0.00
O -0.23 2.00 1.50 0.26
H -0.98 -1.72 0.36 0.11
H 0.03 1.46 -1.83 0.11
H -0.68 -0.19 -2.21 0.11
H 1.67 0.28 -0.22 0.07
H 1.05 -1.27 1.52 0.04
H 0.83 -1.10 2.21 0.08
```

***

2.
Molecular formula: C14H21N7
Method: DFT, ωB97M-V/def2-TZVPD

As for the structure (SMILES): CC#N.CC#N.CC#N.CC#N.CC#N.CC#N.CC#N. The largest force on an atom is 5.8 eV/A. For the molecular weight, the calculation gives 287.371 g mol⁻¹. The calculation puts the HOMO-LUMO gap at 11.312 eV. The value obtained for the LUMO energy is -0.213 eV. Its energy relative to the best compared isomer or geometry (same formula, charge and spin) is 38.1 kcal/mol.

The geometry in XYZ format:
```
42
Properties=species:S:1:pos:R:3:lowdin_charge:R:1
C 0.56 5.95 3.09 -0.07
C 0.67 7.37 2.59 -0.26
N 0.63 8.45 2.17 0.11
H -0.42 5.54 2.82 0.07
H 0.72 5.76 4.15 0.07
H 1.26 5.34 2.53 0.07
C 1.51 -7.45 -0.58 -0.08
C 2.55 -8.31 -0.03 -0.28
N 3.38 -9.06 0.31 0.12
H 1.83 -6.41 -0.50 0.08
H 0.54 -7.60 -0.11 0.08
H 1.43 -7.59 -1.66 0.08
C 4.44 1.70 5.42 -0.08
C 4.34 0.34 4.95 -0.29
N 4.32 -0.78 4.60 0.12
H 4.36 2.34 4.54 0.09
H 5.35 1.95 5.97 0.09
H 3.64 1.82 6.15 0.08
C -5.48 2.97 0.95 -0.08
C -4.65 1.77 1.08 -0.27
N -3.94 0.79 1.12 0.10
H -4.85 3.85 0.82 0.08
H -5.94 3.13 1.92 0.08
H -6.28 2.83 0.22 0.08
C -4.52 -0.59 -3.85 -0.07
C -4.69 0.86 -3.53 -0.26
N -4.86 2.01 -3.30 0.11
H -5.20 -1.05 -3.14 0.07
H -3.50 -0.85 -3.56 0.08
H -4.87 -0.97 -4.81 0.08
C 1.58 -1.59 -5.40 -0.08
C 3.00 -1.79 -5.37 -0.30
N 4.15 -1.98 -5.31 0.13
H 1.29 -1.61 -4.35 0.08
H 1.11 -2.41 -5.94 0.09
H 1.33 -0.69 -5.96 0.09
C 0.70 -1.08 0.12 -0.08
C 1.19 0.16 0.73 -0.28
N 1.49 1.16 1.24 0.12
H 1.51 -1.79 -0.04 0.08
H 0.28 -0.94 -0.87 0.08
H 0.05 -1.56 0.85 0.09
```

***

3.
Molecular formula: C6H14Br
Method: DFT, ωB97M-V/def2-TZVPD

The largest force on an atom is 2.5 eV/A. For the molecular weight, the calculation gives 166.082 g mol⁻¹. The calculation puts the HOMO-LUMO gap (alpha / beta) at 8.139 / 11.758 eV. The multiplicity is 2. The value obtained for the LUMO energy (alpha / beta) is 0.739 / 0.723 eV. Its energy relative to the best compared isomer or geometry (same formula, charge and spin) is 20.5 kcal/mol. As for the expectation value of S²: 0.75.

The geometry in XYZ format:
```
21
Properties=species:S:1:pos:R:3:lowdin_spin:R:1
Br -2.74 2.36 1.78 0.00
H -2.01 1.85 0.68 0.00
C 0.62 -0.60 -0.33 0.61
C 0.37 0.31 -1.55 0.09
C 1.42 -0.05 0.82 0.09
C 1.90 1.41 0.84 0.01
C -0.44 -1.60 0.08 0.08
C -1.82 -1.50 -0.59 0.01
H 0.93 0.06 -2.42 0.02
H -0.67 0.37 -1.88 0.01
H 0.57 1.38 -1.45 0.01
H 0.81 -0.19 1.74 0.02
H 2.27 -0.70 0.99 0.03
H 2.65 1.62 1.61 0.00
H 2.36 1.69 -0.12 0.00
H 1.09 2.14 1.03 0.00
H -0.03 -2.59 -0.05 0.03
H -0.67 -1.58 1.16 0.01
H -2.44 -2.40 -0.48 0.00
H -2.40 -0.64 -0.21 0.00
H -1.77 -1.34 -1.68 0.00
```

***

4.
Molecular formula: C5H8O2S
Method: DFT, ωB97M-V/def2-TZVPD

As for the structure (SMILES): O[C@@H]1COC=CSC1. The largest force on an atom is 1.7 eV/A. For the molecular weight, the calculation gives 132.184 g mol⁻¹. The calculation puts the HOMO-LUMO gap at 9.426 eV. The value obtained for the LUMO energy is 0.818 eV. Its energy relative to the best compared isomer or geometry (same formula, charge and spin) is 32.8 kcal/mol.

The geometry in XYZ format:
```
16
Properties=species:S:1:pos:R:3:lowdin_charge:R:1
C -1.10 -0.76 0.09 -0.41
C -1.18 0.78 0.30 -0.12
C 1.04 1.56 -0.37 -0.22
C 1.95 0.60 -0.20 -0.42
C 0.23 -1.44 0.54 -0.41
H -0.76 -0.73 -1.79 0.09
H -1.90 -1.16 0.67 0.13
H -0.99 1.11 1.33 0.13
H -2.19 1.08 0.02 0.13
H 1.40 2.60 -0.43 0.13
H 2.95 0.90 0.11 0.06
H 0.07 -2.50 0.40 0.07
H 0.42 -1.13 1.61 0.10
O -1.41 -1.17 -1.22 -0.03
O -0.30 1.41 -0.60 -0.10
S 1.76 -1.15 -0.44 0.88
```

***

5.
Molecular formula: C4H9N
Method: DFT, ωB97M-V/def2-TZVPD

As for the structure (SMILES): C/C=C/CN. The largest force on an atom is 1.9 eV/A. For the molecular weight, the calculation gives 71.123 g mol⁻¹. The calculation puts the HOMO-LUMO gap at 9.487 eV. The value obtained for the LUMO energy is 1.135 eV. Its energy relative to the best compared isomer or geometry (same formula, charge and spin) is 40.6 kcal/mol.

The geometry in XYZ format:
```
14
Properties=species:S:1:pos:R:3:lowdin_charge:R:1
N 0.65 1.22 1.49 -0.02
C -0.40 1.50 0.54 -0.31
C 0.05 -1.98 -1.03 -0.11
C 0.39 -0.56 -0.69 -0.17
C -0.50 0.45 -0.55 -0.12
H 0.69 1.80 2.32 0.06
H 0.71 0.24 1.71 0.06
H -0.36 2.46 0.02 0.11
H -1.37 1.60 1.05 0.11
H 0.91 -2.65 -1.13 0.06
H -0.53 -2.45 -0.23 0.07
H -0.50 -2.07 -1.97 0.07
H 1.31 -0.43 -0.11 0.09
H -1.03 0.87 -1.40 0.10
```

***

6.
Molecular formula: C12H18NO10S3
Method: DFT, ωB97M-V/def2-TZVPD

The largest force on an atom is 1.4 eV/A. For the molecular weight, the calculation gives 432.474 g mol⁻¹. The calculation puts the HOMO-LUMO gap at 8.637 eV. The value obtained for the LUMO energy is -4.171 eV. The charge is +1.

The geometry in XYZ format:
```
44
Properties=species:S:1:pos:R:3:lowdin_charge:R:1
O 1.90 1.78 -1.05 0.12
N 1.32 0.78 -1.13 0.01
O -0.09 1.02 -1.01 -0.11
C -0.79 -0.17 -0.73 -0.34
S -0.39 -0.90 0.90 1.19
C 0.65 -2.38 0.72 -0.30
C 0.67 -2.93 -0.68 -0.32
C 1.66 -2.49 -1.57 -0.06
C 1.68 -2.98 -2.87 -0.05
C 0.70 -3.88 -3.26 -0.06
C -0.28 -4.33 -2.38 -0.05
C -0.29 -3.85 -1.07 -0.03
H -0.65 -0.90 -1.52 0.11
H -1.83 0.09 -0.66 0.09
H 0.40 0.03 1.46 0.03
H 0.26 -3.14 1.40 0.10
H 1.68 -2.19 1.03 0.10
H 2.40 -1.77 -1.25 0.11
H 2.44 -2.65 -3.55 0.11
H 0.70 -4.25 -4.28 0.11
H -1.04 -5.02 -2.69 0.11
H -1.03 -4.17 -0.36 0.12
C 2.83 5.36 -0.57 -0.17
C 3.97 4.36 -0.61 -0.19
O 5.12 5.15 -0.88 -0.18
S 4.96 6.60 -0.19 0.61
O 5.63 6.59 1.06 -0.21
O 5.21 7.59 -1.17 -0.20
O 3.38 6.50 0.09 -0.19
H 2.51 5.65 -1.57 0.14
H 1.97 4.99 -0.01 0.13
H 3.84 3.61 -1.39 0.12
H 4.11 3.86 0.35 0.13
C -6.00 -1.60 2.80 -0.13
C -4.91 -1.32 3.81 -0.14
O -3.70 -1.72 3.13 -0.19
S -3.85 -1.44 1.57 0.57
O -3.22 -0.19 1.27 -0.28
O -3.48 -2.62 0.86 -0.22
O -5.41 -1.23 1.53 -0.17
H -6.26 -2.66 2.76 0.14
H -6.90 -1.02 2.97 0.14
H -5.03 -1.89 4.73 0.14
H -4.84 -0.26 4.04 0.14
```

***

7.
Molecular formula: H18O9Sn
Method: DFT, ωB97M-V/def2-TZVPD

The largest force on an atom is 3.4 eV/A. For the molecular weight, the calculation gives 280.846 g mol⁻¹. The calculation puts the HOMO-LUMO gap at 10.495 eV. The value obtained for the LUMO energy is -6.243 eV. Its energy relative to the best compared isomer or geometry (same formula, charge and spin) is 7.6 kcal/mol. The charge is +2.

The geometry in XYZ format:
```
28
Properties=species:S:1:pos:R:3:lowdin_charge:R:1
Sn -0.03 -0.04 -0.01 1.61
O 1.86 1.83 0.65 -0.11
H 1.82 2.77 0.70 0.05
H 2.83 1.65 0.64 0.09
O -1.05 2.07 1.35 -0.11
H -0.95 2.92 0.93 0.06
H -1.63 2.22 2.13 0.10
O -0.61 -1.48 -1.92 -0.09
H -1.21 -1.63 -2.59 0.06
H 0.17 -1.85 -2.35 0.08
O 0.44 -2.61 0.58 -0.09
H -0.39 -2.93 0.83 0.02
H 0.63 -3.12 -0.26 0.10
O 0.33 -0.34 2.62 -0.11
H 0.15 0.32 3.34 0.11
H 0.58 -1.12 3.04 0.03
O -2.01 1.29 -1.24 -0.10
H -1.97 2.22 -1.33 0.04
H -2.93 1.06 -0.97 0.10
O 2.48 -0.71 -0.69 -0.07
H 2.80 -0.77 0.21 0.06
H 2.55 -1.58 -1.07 0.06
O -2.22 -1.12 0.78 -0.11
H -2.36 -1.85 0.20 0.04
H -2.45 -1.45 1.71 0.14
O 0.84 1.23 -2.16 -0.09
H 0.55 1.90 -2.75 0.06
H 1.76 1.14 -2.38 0.06
```

***

8.
Molecular formula: C3H2O2
Method: DFT, ωB97M-V/def2-TZVPD

As for the structure (SMILES): C#CC(=O)O. The largest force on an atom is 7.3 eV/A. For the molecular weight, the calculation gives 70.047 g mol⁻¹. The calculation puts the HOMO-LUMO gap at 10.493 eV. The value obtained for the LUMO energy is -0.332 eV. Its energy relative to the best compared isomer or geometry (same formula, charge and spin) is 36.0 kcal/mol.

The geometry in XYZ format:
```
7
Properties=species:S:1:pos:R:3:lowdin_charge:R:1
C -0.60 0.24 -0.15 -0.40
C 0.74 -0.23 -0.06 0.00
C 1.96 0.03 -0.04 0.20
H -2.45 -0.68 0.24 0.07
H 2.99 0.08 0.11 0.03
O -1.58 -0.85 -0.06 0.03
O -1.07 1.41 -0.03 0.07
```